Density functional theory data (ωB97M-V/def2-TZVPD) for a molecular structure, C44H52Ge2N3O2PdS.

HOMO energy (spin up / spin down): -18.44 / -18.44 eV
E_LUMO (spin up / spin down): -12.57 / -13.43 eV
Multiplicity: 2
HOMO-LUMO gap (spin up / spin down): 5.86 / 5.00 eV
Largest force on an atom: 2.8 eV/A
Total charge: +4
E_tot: -6701.05542 hartree

Each line ends with the Löwdin spin population.
Element x y z (Å)
H 2.47 -3.58 -1.36  0.013
H -5.65 3.84 1.93  0.000
C 3.55 1.89 0.63  0.000
N -2.76 -0.94 0.62  -0.003
Ge -0.63 -0.30 -1.98  0.327
C 3.66 -1.84 1.74  0.001
H 2.73 -2.90 -4.81  0.006
H 7.48 -1.17 3.13  0.000
H 1.51 0.64 3.86  0.000
H 2.45 -3.50 1.08  0.000
C 1.01 4.14 -0.99  0.000
H 2.83 0.29 -1.90  0.003
H -2.09 -0.82 5.44  0.000
C -0.65 3.33 -4.98  0.003
C -3.89 -0.39 1.09  0.000
C -4.89 -2.55 1.30  0.000
C -3.72 -3.11 0.80  0.000
O 1.09 0.24 0.25  0.034
H 1.17 2.01 -1.26  0.000
H -2.14 -2.09 4.20  0.000
H 0.85 -3.99 -1.96  0.000
H -2.56 3.80 -4.10  0.001
H 7.90 -0.11 1.78  0.000
C 0.49 1.42 -4.07  0.008
H -3.50 4.88 1.26  0.000
C -4.42 -1.80 -2.89  0.008
C -4.81 3.22 1.62  0.000
C -1.30 3.47 0.31  0.000
C 0.25 5.14 -0.42  0.000
C 3.13 -0.61 1.22  0.002
C 0.44 2.48 -4.96  0.001
H -5.89 1.38 1.82  0.000
H -0.54 1.05 5.28  0.000
H -2.50 1.95 -2.50  0.002
H -5.87 -0.73 1.85  0.000
C 0.60 2.82 -0.85  0.000
C 7.33 -0.99 2.06  0.000
C -3.86 1.07 1.18  0.000
H 1.35 0.76 -4.08  0.003
C -2.57 3.00 0.84  0.000
H 3.62 -0.21 -3.42  0.001
C -4.97 -1.17 1.45  0.000
H -0.31 -2.67 5.72  0.000
H 0.43 -2.13 4.22  0.000
H -5.43 -1.44 -2.80  0.001
C -1.67 2.09 -3.18  0.025
C -0.53 1.29 4.22  0.000
N -0.52 2.50 -0.20  -0.001
H 0.87 1.73 2.62  0.000
Ge 1.73 -1.80 -2.92  0.172
H -3.59 -0.06 -1.97  0.002
H 2.48 2.00 0.64  0.000
O -0.45 -0.63 2.29  -0.001
C 4.01 0.51 1.04  0.000
C -0.93 4.80 0.23  0.000
H 5.41 -2.86 2.37  0.000
C 5.35 0.35 1.30  0.001
H 7.75 -1.87 1.56  0.000
C 1.74 -2.43 -4.73  0.019
C 5.01 -1.93 1.99  0.000
C -0.16 -1.81 5.07  0.000
C -0.58 1.21 -3.20  0.099
H -1.15 2.18 4.07  0.000
H 0.55 6.18 -0.49  0.000
H 3.92 2.13 -0.37  0.000
C -4.95 1.84 1.57  0.000
H 1.26 2.63 -5.65  0.000
H -0.70 4.14 -5.69  0.000
C -1.80 -2.72 -3.15  0.009
H 0.40 -1.06 5.63  0.000
C 1.76 -0.61 0.93  0.002
H 3.39 -3.81 2.53  0.000
H 3.89 -1.13 -1.92  0.007
H 3.99 2.63 1.30  0.000
C 5.88 -0.85 1.77  0.002
H 1.32 2.36 4.21  0.000
H -4.98 -3.63 -3.86  0.000
C -2.86 -3.50 -3.60  0.001
H -2.66 -4.46 -4.05  0.000
H 6.02 1.20 1.16  0.000
H 1.68 -1.63 -5.46  0.000
C -4.16 -3.03 -3.48  0.006
H -1.55 5.58 0.66  0.000
C -1.71 3.14 -4.08  0.007
H -5.73 -3.18 1.58  0.000
C -1.53 -1.30 4.63  0.000
N -2.70 1.66 0.83  0.000
H 1.21 -1.46 1.32  0.000
C 2.81 -3.06 2.01  0.000
H 0.97 -3.17 -4.93  0.000
C -2.06 -1.48 -2.58  0.100
H -3.63 -4.18 0.65  0.000
S -1.42 -0.04 3.34  0.000
C 1.47 -3.18 -1.57  0.068
C 3.16 -0.56 -2.49  0.045
Pd -0.97 0.52 0.44  -0.008
H 1.92 4.36 -1.54  0.000
C -3.61 3.81 1.25  0.000
C 0.88 1.51 3.69  0.000
H 1.94 -2.83 2.62  0.000
H 1.03 -2.80 -0.65  0.003
C -2.67 -2.26 0.49  0.000
C -3.37 -1.02 -2.42  0.027
H -1.74 -2.66 0.12  0.000
H -0.79 -3.10 -3.26  0.002

---

Density functional theory data (ωB97M-V/def2-TZVPD) for C17H22N4O2S in the gas phase.

HOMO energy: -8.19 eV
Energy relative to the best compared isomer or geometry (same formula, charge and spin): 119.4 kJ/mol
E_LUMO: 0.51 eV
HOMO-LUMO gap: 8.70 eV
Structure (SMILES): COc1ccc(-c2nnc(SCC(=O)NC3CCCC3)n2C)cc1
Largest force on an atom: 1.2 eV/A
Total charge: 0
E_tot: -1428.70669 hartree

Each line ends with the natural charge from an NBO analysis.
Element x y z (Å)
H -1.19 3.25 0.80  0.206
H -4.79 1.20 1.10  0.237
C -4.01 2.52 -0.48  -0.406
H 1.41 -2.93 1.51  0.231
N -1.21 -0.87 -1.08  -0.365
C 2.26 -0.87 -0.28  -0.065
H 1.95 1.24 -0.27  0.233
C 4.54 -1.59 -0.09  -0.261
O -5.31 -1.10 0.75  -0.633
H 6.39 1.77 1.12  0.178
S -2.45 -3.04 0.03  0.279
C -4.35 -1.01 0.01  0.661
H -2.80 0.06 -0.77  0.436
H -4.48 3.36 0.02  0.204
H -0.27 -3.53 1.58  0.228
C 4.02 0.76 -0.06  -0.309
H -2.27 2.29 -1.75  0.207
C 6.80 1.24 0.25  -0.254
H 7.88 1.14 0.37  0.203
H 4.32 1.80 0.00  0.223
H -0.95 1.70 0.01  0.221
C 0.56 -3.26 0.92  -0.414
C -3.84 -2.20 -0.80  -0.600
N 0.03 -0.35 -1.12  -0.282
C -1.70 2.40 0.34  -0.427
C -2.67 1.74 1.34  -0.409
H -2.98 2.45 2.10  0.206
N 0.13 -2.20 0.06  -0.360
H 2.91 -2.92 -0.35  0.210
C 3.21 -1.89 -0.24  -0.188
H 0.84 -4.14 0.34  0.210
C -1.14 -1.97 -0.37  0.182
C 4.97 -0.26 0.01  0.324
H -2.44 3.91 -1.07  0.210
H -4.62 -2.95 -0.86  0.257
H -4.62 2.26 -1.35  0.217
O 6.30 -0.08 0.17  -0.488
H -3.49 -1.91 -1.79  0.248
C 2.68 0.45 -0.21  -0.152
N -3.65 0.12 -0.21  -0.645
C -3.89 1.35 0.50  -0.059
H -2.23 0.88 1.83  0.213
H 5.29 -2.36 -0.05  0.227
H 6.59 1.81 -0.66  0.179
C -2.56 2.85 -0.86  -0.416
C 0.84 -1.13 -0.45  0.303

---

Density functional theory data (ωB97M-V/def2-TZVPD) for 7 unconnected molecules or ions with the total composition H14O7.

HOMO energy: -10.16 eV
Energy relative to the best compared isomer or geometry (same formula, charge and spin): 217.0 kJ/mol
E_LUMO: -0.21 eV
HOMO-LUMO gap: 9.96 eV
Structure (SMILES): O.O.O.O.O.O.O
Largest force on an atom: 3.6 eV/A
Total charge: 0
E_tot: -535.04118 hartree

Each line ends with the natural charge from an NBO analysis.
Element x y z (Å)
O 0.65 25.12 14.12  -0.914
O -0.20 22.44 17.20  -0.969
H -0.92 22.88 16.82  0.477
H -1.02 21.29 15.13  0.488
O 1.21 22.10 15.03  -0.944
H -2.85 20.87 16.83  0.475
H -2.42 23.28 14.59  0.473
H -0.07 24.70 14.58  0.458
H -1.76 20.38 14.10  0.480
H -0.23 20.82 19.85  0.457
H 0.19 21.48 18.62  0.489
H 1.10 21.80 14.14  0.480
H 0.07 25.48 13.47  0.456
O -3.24 20.29 17.46  -0.931
O 0.56 20.91 19.30  -0.964
O -1.84 21.04 14.75  -0.969
O -2.73 23.57 15.43  -0.952
H 0.36 22.43 16.43  0.485
H -3.65 23.39 15.42  0.480
H 2.15 21.96 15.03  0.491
H -3.40 19.55 16.96  0.455